This record from the OMol25 dataset describes 2 unconnected molecules or ions with the total composition Cl2H4N2P. The level of theory is ωB97M-V with the def2-TZVPD basis set.

```
9
Properties=species:S:1:pos:R:3:forces:R:3
N -1.07675 0.00963 -1.16147 -0.886 0.447 2.046
N -0.16447 -0.13733 1.27337 0.201 0.788 2.483
P 0.19603 -0.37727 -0.25782 1.634 -0.106 -0.568
Cl 0.78846 -2.22428 -0.64576 -0.076 0.500 0.232
Cl 2.72113 1.49735 0.05858 -0.915 -0.690 -0.246
H -0.82145 0.17328 -2.08842 -0.093 0.395 -2.084
H -1.87543 0.55720 -0.77753 0.859 -0.574 -0.491
H 0.48153 -0.33484 2.04441 0.182 -1.418 -0.569
H -0.24906 0.83626 1.55465 -0.907 0.658 -0.803
```
Forces are in eV/Å.

**Charge**: +1
**HOMO (spin up / spin down)**: -15.6 / -14.6 eV
**DFT total energy**: -1373.33280 Ha
**HOMO-LUMO gap (spin up / spin down)**: 0.3054 / 0.2545 hartree
**Relative energy (zero: lowest compared OMol25 entry of this formula, charge and spin)**: 75.7 kcal per mole